105
Properties=species:S:1:pos:R:3:mulliken_charge:R:1 method="wB97M-V/def2-TZVPD" gap_ev=5.69 multiplicity=1 charge=-1 lumo_ha=0.0871 e_above_lowest_ev=1.811
Bi -1.0727 0.1472 -1.2462 1.436
O -0.8935 -1.7656 -5.6001 -0.663
C -0.7674 -1.5057 -4.2416 -0.541
O 0.0640 -0.4589 -3.9610 0.246
C -1.4393 -2.2244 -3.3276 0.960
C -2.2694 -3.3595 -3.7096 -1.593
C -2.7165 -4.2116 -2.7740 -0.569
C -2.3791 -4.0016 -1.3895 -0.389
C -1.7223 -2.8747 -1.0449 0.008
N -1.3171 -1.9242 -1.9564 0.411
C -1.2839 -2.6389 0.3839 -0.321
O -1.5831 -3.4680 1.2579 -1.082
O -0.5660 -1.6099 0.5636 0.648
H -0.1649 -1.2949 -6.0187 0.417
H -2.4706 -3.5016 -4.7617 0.471
H -3.3077 -5.0743 -3.0562 0.371
H -2.6462 -4.7057 -0.6170 0.472
C 3.7575 1.6103 2.0948 -0.358
C 3.8340 1.3969 0.5719 -1.256
P 2.1696 1.2732 -0.3108 1.772
C 2.2220 2.8491 -1.2622 0.392
C 1.9894 2.9356 -2.6329 -0.224
C 1.9395 4.1725 -3.2625 -0.728
C 2.0881 5.3412 -2.5321 -0.623
C 2.2903 5.2692 -1.1594 -0.749
C 2.3531 4.0347 -0.5343 -0.726
C 2.6436 0.0225 -1.5668 -0.049
C 2.0157 -1.2183 -1.5079 -0.331
C 2.3490 -2.2239 -2.4073 -0.385
C 3.3270 -2.0000 -3.3601 -0.622
C 3.9861 -0.7756 -3.4039 -0.809
C 3.6504 0.2276 -2.5110 -0.108
C 3.3386 0.3936 2.9438 -1.407
P 1.7295 -0.4349 2.5174 0.896
C 0.4895 0.6700 3.3005 0.886
C 0.7769 1.9009 3.8854 -0.584
C -0.2308 2.6732 4.4523 -0.807
C -1.5409 2.2203 4.4579 -0.899
C -1.8403 0.9894 3.8863 -0.102
C -0.8384 0.2296 3.3036 0.005
C 1.8207 -1.7695 3.7850 0.563
C 1.3555 -1.6614 5.0923 -0.493
C 1.4666 -2.7295 5.9721 -0.694
C 2.0506 -3.9189 5.5593 -0.525
C 2.5250 -4.0350 4.2593 -0.617
C 2.4037 -2.9696 3.3814 -0.578
H 3.0810 2.4494 2.2777 -0.011
H 4.7481 1.9194 2.4485 0.471
H 4.3934 0.4860 0.3482 0.502
H 4.3642 2.2383 0.1205 0.559
H 1.8267 2.0305 -3.2043 0.124
H 1.7712 4.2200 -4.3317 0.353
H 2.0362 6.3041 -3.0242 0.377
H 2.3926 6.1760 -0.5762 0.420
H 2.5010 3.9888 0.5394 0.221
H 1.2721 -1.4129 -0.7439 0.446
H 1.8233 -3.1692 -2.3680 0.447
H 3.5831 -2.7773 -4.0691 0.403
H 4.7582 -0.6008 -4.1435 0.400
H 4.1692 1.1785 -2.5534 0.451
H 3.3770 0.6510 4.0076 0.570
H 4.0722 -0.4045 2.7862 0.612
H 1.7921 2.2737 3.9231 0.168
H 0.0167 3.6281 4.9000 0.387
H -2.3230 2.8198 4.9063 0.351
H -2.8570 0.6168 3.8840 0.329
H -1.0828 -0.7183 2.8427 -0.221
H 0.9012 -0.7385 5.4313 0.349
H 1.0955 -2.6302 6.9859 0.408
H 2.1290 -4.7546 6.2448 0.367
H 2.9771 -4.9607 3.9264 0.407
H 2.7503 -3.0679 2.3585 0.277
N -2.0117 2.5479 0.0995 -0.523
C -3.3654 2.0363 0.3175 0.016
C -3.9437 1.4441 -0.9697 0.548
O -5.0364 1.8035 -1.3654 -0.744
O -3.2047 0.5725 -1.6019 -0.834
H -1.5199 2.6823 0.9770 0.091
H -2.0247 3.4279 -0.4015 0.226
H -4.0701 2.7876 0.6833 0.397
H -3.3183 1.2189 1.0374 -0.212
C -0.4122 1.8975 -5.4424 -1.627
C -1.3151 1.5322 -4.2567 1.768
C -1.6482 2.8108 -3.4833 -1.309
C -2.6200 0.9204 -4.7867 -1.726
N -0.5604 0.6942 -3.3159 -0.009
H -0.9189 2.6198 -6.0857 0.468
H -0.1753 1.0181 -6.0398 0.266
H 0.5258 2.3320 -5.0921 0.128
H -2.0068 3.5750 -4.1751 0.561
H -0.7648 3.1903 -2.9642 -0.003
H -2.4365 2.6235 -2.7567 0.091
H -3.1316 1.6547 -5.4154 0.519
H -3.2778 0.6499 -3.9625 0.177
H -2.4292 0.0374 -5.3929 0.324
N -3.8502 -3.5846 5.4549 -0.492
C -3.4699 -3.0570 4.2393 0.533
N -2.2149 -3.2746 3.8445 -0.109
N -4.3575 -2.3190 3.6248 -0.815
C -3.9826 -1.6109 2.5710 0.526
N -3.7301 -0.9338 1.6671 -0.425
H -3.4739 -4.4873 5.6911 0.232
H -4.8353 -3.4775 5.6348 0.287
H -1.6407 -3.8948 4.3913 0.217
H -1.9337 -3.1841 2.8443 0.163

=====

97
Properties=species:S:1:pos:R:3:mulliken_charge:R:1 method="wB97M-V/def2-TZVPD" gap_ev="5.21 / 3.94" multiplicity=1 charge=-1 lumo_ha="0.0545 / 0.0086"
Na 0.8725 -0.0854 0.8388 0.963
C 2.4994 -2.2201 -0.0357 -0.279
C 1.3893 -3.0352 0.1399 0.048
C 0.3830 -2.5730 -0.7997 -0.704
C 0.9632 -1.5243 -1.5207 -0.813
C 2.2625 -1.2872 -1.0669 -0.349
C 3.3115 -0.4088 -1.6912 2.666
C 2.6916 0.6445 -2.6088 -2.105
C 4.2420 -1.3014 -2.5317 -1.976
C 4.1383 0.2941 -0.6105 -1.812
C -0.9813 -3.0826 -1.2410 3.161
C -1.8576 -3.6964 -0.1464 -2.274
C -0.7673 -4.1082 -2.3697 -1.977
C -1.8201 -1.9241 -1.8109 -2.092
C 1.4268 -4.1954 1.1220 2.703
C 2.8352 -4.3649 1.7176 -2.076
C 1.1283 -5.5388 0.4370 -1.811
C 0.4836 -3.9482 2.3079 -1.345
H 3.4464 -2.3249 0.4618 0.406
H 0.5184 -1.0394 -2.3715 0.463
H 2.1612 0.1737 -3.4324 0.266
H 3.4661 1.2844 -3.0298 0.555
H 1.9937 1.2653 -2.0536 0.305
H 3.6665 -1.8207 -3.2949 0.355
H 4.7216 -2.0485 -1.9039 0.298
H 5.0125 -0.7058 -3.0203 0.484
H 3.4976 0.9265 0.0058 0.246
H 4.9110 0.9117 -1.0675 0.479
H 4.6246 -0.4333 0.0336 0.311
H -1.4182 -4.5826 0.2926 0.474
H -2.8190 -3.9893 -0.5703 0.540
H -2.0429 -2.9598 0.6344 0.267
H -0.2018 -4.9661 -2.0170 0.263
H -0.2042 -3.6485 -3.1791 0.339
H -1.7230 -4.4555 -2.7627 0.498
H -1.8481 -1.0975 -1.1035 0.022
H -2.8422 -2.2571 -1.9882 0.657
H -1.4331 -1.5639 -2.7586 0.288
H 3.5696 -4.5496 0.9368 0.381
H 2.8404 -5.2184 2.3957 0.491
H 3.1360 -3.4897 2.2854 0.162
H 1.8260 -5.6892 -0.3853 0.313
H 0.1233 -5.5936 0.0388 0.258
H 1.2528 -6.3580 1.1458 0.483
H 0.7467 -3.0072 2.7894 -0.044
H 0.5748 -4.7516 3.0391 0.512
H -0.5504 -3.8865 1.9968 0.134
Br -1.6789 7.0564 -0.6278 -0.149
C -1.7544 5.2529 -0.0454 -0.598
C -1.6862 4.9498 1.2458 -1.478
C -1.8320 3.5176 1.6452 1.058
C -0.7007 2.6207 1.2060 -1.692
C -0.7982 2.4212 -0.2766 0.449
C -1.7603 4.1992 -1.0954 -0.771
N 0.0124 1.8068 1.9096 -0.394
C 0.0398 1.7704 3.2356 -0.401
C 0.8111 0.8287 3.9278 0.489
C 0.8355 0.8547 5.3482 -1.090
C 1.5827 -0.0629 6.0315 -0.273
C 2.3192 -1.0023 5.3053 -1.015
C 2.2533 -0.9494 3.9252 -0.071
N 1.5271 -0.0910 3.2351 0.192
H -1.5872 5.6982 2.0164 0.474
H -2.0385 3.4300 2.7122 1.078
H -0.4067 1.1178 -1.6205 0.736
H -2.1640 4.5581 -2.0486 0.946
H -0.5357 2.4736 3.8408 0.278
H 0.2577 1.6073 5.8674 0.403
H 1.6133 -0.0585 7.1135 0.425
H 2.9240 -1.7442 5.8022 0.432
H 2.8308 -1.6442 3.3291 0.329
O -0.3364 1.1495 -0.6556 0.124
C -2.3017 2.8307 -0.5796 0.052
C -2.9990 2.9109 0.7811 0.654
C -3.4812 1.6480 1.3699 -1.320
C -4.7885 1.6667 1.7878 -0.296
C -5.4675 2.8322 1.5047 -0.698
S -4.4767 4.0026 0.7150 -0.218
C -0.3722 3.6002 -1.1180 -0.272
C 0.8347 3.9442 -1.5753 0.779
C 1.1996 5.0360 -2.4272 -1.437
C 0.4835 5.5924 -3.4321 -0.237
S -1.0023 5.0844 -4.0757 -0.406
C -2.9603 2.0196 -1.6198 0.851
C -2.6492 1.9716 -2.9477 -0.067
C -3.4256 1.0343 -3.6631 -1.146
C -4.3146 0.3822 -2.8753 -0.396
S -4.2145 0.8802 -1.2323 -0.016
H -2.7811 0.8496 1.5507 0.400
H -5.2565 0.8375 2.2890 0.409
H -6.4866 3.0745 1.7275 0.490
H 1.6629 3.3261 -1.2310 0.309
H 2.2048 5.4138 -2.2734 0.253
H 0.9218 6.4318 -3.9643 0.275
H -1.9142 2.6043 -3.4169 0.441
H -3.3171 0.8602 -4.7189 0.429
H -5.0358 -0.3611 -3.1517 0.554

=====

Calculated E_tot in order - -3360.801384, -5744.215342 hartree